The following is a quantum chemistry calculation of an isolated molecule of C20H27FN4O4, from the Open Molecules 2025 dataset.

```
56
Properties=species:S:1:pos:R:3:forces:R:3
C 1.77815 -1.02546 0.23888 0.08 -0.04 0.00
C 0.84422 0.09494 -0.19461 0.13 0.02 -0.09
N -0.55821 -0.21038 0.06368 0.12 0.13 -0.25
C -1.21043 -1.10667 -0.89224 -0.12 -0.40 0.08
C -2.56170 -0.59815 -1.44290 0.17 0.19 -0.04
C -2.63649 -0.73206 -2.95685 0.10 0.04 -0.21
N -3.70918 -1.20761 -0.79132 -0.08 -0.05 0.04
C -4.05454 -2.50789 -0.94756 0.25 -0.08 0.05
O -3.56568 -3.26004 -1.78229 -0.12 0.09 0.03
C -5.07617 -2.98114 0.02081 0.05 0.04 0.05
C -5.41275 -2.49552 1.27199 0.02 0.10 0.04
C -6.36364 -3.40818 1.73238 -0.06 -0.15 -0.15
O -7.00084 -3.36481 2.92282 -0.02 -0.04 -0.01
N -6.60245 -4.36816 0.85376 -0.12 0.02 0.23
N -5.80398 -4.09509 -0.18880 0.10 0.04 -0.11
C -5.79170 -4.98580 -1.33163 0.01 -0.05 -0.05
C -1.17024 0.07305 1.23508 -0.08 -0.16 0.10
O -2.24993 -0.40508 1.54347 -0.14 -0.12 -0.15
C -0.51807 1.10896 2.15902 0.24 -0.07 0.21
C -0.81608 2.51152 1.63298 -0.06 0.24 -0.17
C -2.22703 2.68755 1.12323 0.13 0.05 0.03
C -2.44889 3.02826 -0.20480 -0.04 -0.01 0.02
C -3.73653 3.16021 -0.70645 -0.01 0.06 -0.20
C -4.79887 2.94231 0.14151 0.05 -0.01 -0.01
F -6.05164 3.06653 -0.33689 -0.05 0.00 -0.01
C -4.61585 2.60292 1.46634 -0.06 -0.05 0.16
C -3.32521 2.47765 1.95357 -0.09 0.05 -0.05
O -1.04202 1.01831 3.45458 -0.05 0.09 0.05
C -0.64697 -0.14946 4.14055 0.07 -0.10 0.10
H 2.81626 -0.76154 0.03024 -0.02 0.00 -0.01
H 1.68524 -1.22009 1.30875 -0.02 0.01 0.01
H 1.55395 -1.95087 -0.29334 -0.02 0.00 0.02
H 1.12710 1.02657 0.28681 -0.05 0.03 0.02
H 0.95248 0.27129 -1.26552 -0.03 0.02 -0.03
H -0.51163 -1.23002 -1.71852 0.01 0.04 -0.02
H -1.35285 -2.10313 -0.46213 -0.03 0.08 0.07
H -2.62931 0.46861 -1.21237 0.01 -0.08 0.10
H -1.80196 -0.19496 -3.41403 -0.04 0.06 0.03
H -2.58986 -1.77061 -3.27228 0.00 0.00 0.02
H -3.56398 -0.29697 -3.32796 -0.04 -0.02 0.00
H -3.93698 -0.79949 0.10061 -0.07 0.07 0.04
H -5.01804 -1.63992 1.79293 0.03 0.00 -0.01
H -7.59051 -4.12847 2.95606 0.00 0.02 0.02
H -5.82794 -4.41324 -2.25369 0.02 0.00 -0.01
H -4.88760 -5.59100 -1.33465 0.00 0.00 -0.02
H -6.66736 -5.62089 -1.25300 -0.05 -0.01 0.05
H 0.57092 0.95689 2.21164 -0.10 0.01 -0.01
H -0.60402 3.21605 2.43993 0.00 -0.07 0.06
H -0.12572 2.74929 0.82155 0.02 -0.03 -0.01
H -1.60671 3.19073 -0.86840 0.01 0.00 0.02
H -3.91906 3.42655 -1.73979 0.00 -0.01 0.03
H -5.47515 2.43432 2.10250 0.01 0.01 -0.03
H -3.16867 2.19165 2.98357 0.02 -0.01 0.02
H -1.04242 -0.07598 5.15082 0.00 0.01 0.00
H -1.04582 -1.05090 3.67112 -0.01 0.00 -0.04
H 0.44863 -0.21896 4.19519 -0.05 0.01 -0.02
```
Positions in Å, forces in eV/Å.

## Properties
**DFT total energy**: -38046.484 eV
**Frontier orbital gap**: 9.032 eV
**Structure (SMILES)**: CCN(C[C@@H](C)NC(=O)c1cc(O)nn1C)C(=O)[C@@H](Cc1ccc(F)cc1)OC
**Relative energy (zero: lowest compared OMol25 entry of this formula, charge and spin)**: 8.5 kcal per mole